No. 1
The following is a quantum chemistry calculation of a structure of composition C7H7EuO6S in a non-equilibrium geometry, from the Open Molecules 2025 dataset.

Last column: Mulliken spin population.
Atoms and positions in Å:
O1 3.2895 -3.5333 -0.4569  0.052
C1 2.5174 -2.7074 -0.3596  0.031
Eu1 0.6874 -1.0240 -0.3394  5.348
O2 2.6794 0.4577 2.0907  0.084
C2 2.1271 -0.1429 1.2836  0.144
C3 -0.2703 -2.3639 -1.9634  0.510
O3 -1.2058 -1.7669 -2.2811  0.355
C4 -0.1991 -2.4976 1.1888  0.054
O4 -0.8189 -3.1937 1.8656  0.103
C5 1.9353 -0.1197 -2.0328  0.049
O5 2.3936 0.3728 -2.9668  0.102
H1 0.3996 -3.3390 -2.0741  0.133
C6 -0.1447 2.5502 1.0948  0.013
S1 -1.2173 1.1887 1.0664  0.000
C7 -2.6770 1.7331 0.3323  0.005
O6 -0.8105 0.4759 -0.2630  0.026
H2 -0.7644 3.3370 1.5307  0.001
H3 0.1077 2.7353 0.0530  -0.005
H4 0.7500 2.3393 1.6915  -0.004
H5 -2.3282 2.2269 -0.5731  0.000
H6 -3.3082 0.8782 0.0664  0.000
H7 -3.1426 2.3934 1.0465  -0.001

Output
HOMO-LUMO gap (spin up / spin down)   6.281 / 8.071 eV
2S+1   8
Total charge   +1

***

No. 2
The following is a quantum chemistry calculation of a cluster of 2 separate species, C7H7F2NO3 in total in a non-equilibrium geometry, from the Open Molecules 2025 dataset.

Last column: Mulliken spin population.
Atoms and positions in Å:
C1 -1.5826 3.2812 0.8341  0.260
C2 -1.2770 2.9796 -0.5176  0.119
C3 -1.7144 2.1005 1.4566  0.427
C4 -1.0560 1.6692 -0.6371  0.464
C5 2.1606 -2.2912 0.4822  0.006
C6 1.5662 -2.6708 -0.7684  0.000
C7 -0.9196 -0.3155 0.8141  0.522
N1 -1.2812 1.0145 0.6228  -0.078
O1 1.7386 -1.3354 -0.5815  0.008
O2 -1.8781 1.8651 2.7586  0.120
O3 -0.7077 0.9098 -1.6403  0.085
F1 2.3932 -3.3393 -1.6440  0.000
F2 -1.0439 -0.7153 2.0792  0.034
H1 -1.8807 4.2968 1.0011  0.018
H2 -1.1423 3.8447 -1.2755  0.005
H3 3.1962 -2.0999 0.4610  0.000
H4 0.5155 -2.9200 -0.7805  0.002
H5 1.5624 -2.0366 1.3182  -0.005
H6 -1.5955 1.0031 2.9451  -0.004
H7 0.0039 0.2579 -1.5620  0.014

Output
HOMO-LUMO gap (spin up / spin down)   6.437 / 6.194 eV
2S+1   3

***

No. 3
The following is a quantum chemistry calculation of the molecule C7H7FN2O2 in a non-equilibrium geometry, from the Open Molecules 2025 dataset.

Last column: Löwdin charge in e.
Atoms and positions in Å:
O1 2.6814 1.7223 -0.8236  0.046
N1 2.9166 0.8431 -0.0294  -0.425
O2 3.6455 0.8258 0.9190  0.117
N2 2.2373 -0.2924 -0.3697  -0.050
F1 2.0992 -1.2588 0.5255  0.074
C1 1.0086 -0.1122 -1.3773  0.027
C2 -0.2177 -0.1017 -0.5127  -0.251
C3 -1.0019 -1.1996 -0.4703  -0.027
C4 -2.1693 -1.2215 0.3252  -0.062
C5 -2.5057 -0.1789 1.1411  -0.071
C6 -1.6496 0.9489 1.1883  -0.025
C7 -0.5843 0.9223 0.2913  -0.054
H1 1.1942 -0.9877 -1.9957  0.124
H2 1.2572 0.8345 -1.8931  0.123
H3 -0.8847 -2.0694 -0.9995  0.090
H4 -2.9328 -1.8971 0.2169  0.079
H5 -3.4055 -0.3104 1.6549  0.085
H6 -1.7658 1.8335 1.8228  0.112
H7 0.0773 1.6993 0.3862  0.087

Output
Energy above the lowest of the compared OMol25 structures with the same formula, charge and spin   67.0 kcal/mol
HOMO-LUMO gap   10.260 eV

***

No. 4
The following is a quantum chemistry calculation of the ion C7H7IN with charge +1 in a non-equilibrium geometry, from the Open Molecules 2025 dataset.

Last column: Löwdin charge in e.
Atoms and positions in Å:
C1 -2.1877 1.7382 -0.6565  0.066
C2 -1.1722 -1.1188 0.2922  -0.084
C3 -2.2811 -0.4959 0.1276  -0.551
C4 0.1639 -0.5876 0.0132  -0.194
C5 0.0749 0.7538 -0.3112  -0.258
C6 1.2600 -1.3710 0.5427  -0.021
C7 1.3055 1.5827 -0.4716  0.026
N1 -1.0687 1.3465 -0.6699  0.034
I1 -4.2240 -0.2763 -0.1190  1.239
H1 -1.2220 -2.1417 0.5649  0.150
H2 2.2072 -1.0701 0.1508  0.084
H3 1.0015 -2.4192 0.3881  0.102
H4 1.3913 -1.1744 1.6433  0.137
H5 1.6892 1.8813 0.4817  0.103
H6 1.0131 2.3974 -1.0520  0.075
H7 2.0491 0.9552 -0.9244  0.093

Output
Energy above the lowest of the compared OMol25 structures with the same formula, charge and spin   53.2 kcal/mol
HOMO-LUMO gap   7.018 eV
Total charge   +1

***

No. 5
The following is a quantum chemistry calculation of a structure of composition C7H7N in a non-equilibrium geometry, from the Open Molecules 2025 dataset.

Last column: Löwdin charge in e.
Atoms and positions in Å:
C1 1.8894 0.8234 0.1877  -0.151
C2 2.0212 -0.7411 -0.1350  -0.103
C3 0.5039 -0.6471 -0.1656  -0.231
C4 -0.6257 -1.3928 -0.0071  -0.179
C5 -1.9144 0.5155 -0.1370  -0.105
C6 -0.8733 1.4912 -0.0339  -0.029
C7 0.3841 0.8411 -0.0675  -0.141
H1 2.5073 1.8171 -0.3858  0.170
H2 2.1629 1.0521 1.2480  0.100
H3 2.4526 -1.1251 -1.0370  0.075
H4 2.2825 -1.6494 0.7786  0.186
H5 -0.6203 -2.5940 0.3020  0.158
H6 -2.8636 0.9765 0.0852  0.077
H7 -1.1357 2.6021 0.0303  0.124
N1 -1.8710 -0.9172 0.1613  0.049

Output
Energy above the lowest of the compared OMol25 structures with the same formula, charge and spin   78.8 kcal/mol
HOMO-LUMO gap   9.675 eV

***

No. 6
The following is a quantum chemistry calculation of the molecule C7H7N in a non-equilibrium geometry, from the Open Molecules 2025 dataset.

Last column: Löwdin charge in e.
Atoms and positions in Å:
C1 3.0696 -1.9680 0.0637  0.095
C2 2.4136 -0.9432 0.0287  -0.066
C3 1.3882 0.2499 -0.0522  -0.154
C4 1.5657 1.7759 -0.1539  -0.184
N1 1.6446 2.8941 -0.1798  0.153
C5 0.0975 -0.2076 -0.1100  -0.077
C6 -1.0973 0.6759 -0.2520  -0.240
C7 -2.3235 -0.0597 0.2827  -0.104
H1 3.3741 -2.9517 0.2277  0.012
H2 -0.0827 -1.2223 0.1233  0.107
H3 -0.8904 1.5106 0.3829  0.091
H4 -1.1801 1.0719 -1.3462  0.161
H5 -2.6459 -0.7758 -0.4259  0.056
H6 -3.2516 0.5504 0.2655  0.091
H7 -2.0816 -0.6004 1.1453  0.058

Output
Energy above the lowest of the compared OMol25 structures with the same formula, charge and spin   72.6 kcal/mol
HOMO-LUMO gap   9.848 eV

***

No. 7
The following is a quantum chemistry calculation of the molecule C7H7N in a non-equilibrium geometry, from the Open Molecules 2025 dataset.

Last column: Mulliken spin population.
Atoms and positions in Å:
C1 1.1593 0.5547 -1.0598  0.431
C2 1.9241 -0.5430 -0.6509  -0.155
C3 -1.3641 1.2126 0.1328  0.018
C4 0.0064 0.6662 -0.0842  0.062
C5 1.3758 -0.8697 0.6706  1.492
C6 -1.2391 -0.0745 -0.1986  0.000
C7 0.7874 0.2907 1.2504  0.043
N1 -1.8857 -1.2232 -0.3424  0.024
H1 1.2962 1.0972 -1.9793  0.025
H2 2.7778 -0.9358 -1.1563  0.006
H3 -1.8744 2.0537 0.5437  0.003
H4 1.4809 0.9840 1.7519  0.032
H5 0.0443 -0.0285 2.0068  0.021
H6 -1.5433 -2.1010 -0.6126  0.001
H7 -2.9454 -1.0834 -0.2721  -0.002

Output
Energy above the lowest of the compared OMol25 structures with the same formula, charge and spin   25.2 kcal/mol
HOMO-LUMO gap (spin up / spin down)   7.705 / 7.592 eV
2S+1   3

***

No. 8
The following is a quantum chemistry calculation of a structure of composition C7H7N2O2S in a non-equilibrium geometry, from the Open Molecules 2025 dataset.

Last column: Löwdin charge in e.
Atoms and positions in Å:
C1 -0.6762 1.1773 -2.5449  -0.360
C2 -2.5163 2.0491 -1.3966  -0.414
C3 -0.7667 0.7981 -1.2635  -0.379
C4 -0.5086 -0.7662 2.1352  0.096
C5 0.4287 -1.7172 2.2715  -0.086
C6 0.4444 -0.2889 0.9488  -0.373
C7 0.1718 -0.0451 -0.6329  -0.026
N1 -1.8429 1.2710 -0.6584  0.063
N2 1.0783 -0.6724 -1.3145  0.247
O1 1.1709 0.8755 1.3075  0.048
O2 1.2909 -1.4458 1.2166  -0.035
S1 -1.8932 2.2004 -2.9738  1.149
H1 0.2164 1.0911 -3.1796  0.109
H2 -3.4002 2.7259 -1.0314  0.145
H3 -1.2463 -0.2302 2.7992  0.141
H4 0.5542 -2.6433 2.9155  0.161
H5 0.9494 -0.7337 -2.3322  0.152
H6 1.7421 -1.3568 -0.7490  0.212
H7 2.0227 0.5764 1.7086  0.150

Output
Energy above the lowest of the compared OMol25 structures with the same formula, charge and spin   32.3 kcal/mol
HOMO-LUMO gap   8.126 eV
Total charge   +1

***

No. 9
The following is a quantum chemistry calculation of the ion C7H7N2O2S2 with charge -1 in a non-equilibrium geometry, from the Open Molecules 2025 dataset.

Last column: Mulliken spin population.
Atoms and positions in Å:
C1 0.0610 3.1764 0.0345  0.545
C2 -0.2864 2.4289 -1.0981  -0.018
C3 0.4516 2.4362 1.1519  -0.071
C4 -0.3111 1.0583 -1.0213  0.178
C5 0.3808 1.0103 1.2390  0.275
C6 0.0980 0.2792 0.0736  0.451
C7 -1.0533 -1.9806 -0.7415  0.066
N1 -0.6722 -3.2311 -0.9548  0.047
N2 0.1899 -1.1156 -0.0245  0.307
O1 2.2715 -1.3616 1.5351  0.006
O2 1.1878 -3.3705 0.7582  0.006
S1 -2.4635 -1.1729 -0.9718  0.069
S2 0.9695 -1.9784 1.4026  0.020
H1 0.0977 4.3251 -0.0885  0.027
H2 -0.5301 2.9412 -1.9178  0.010
H3 0.8022 2.8410 2.1385  0.010
H4 -0.5395 0.6762 -2.0541  0.034
H5 0.6696 0.3603 2.0102  0.048
H6 0.1786 -3.5456 -0.4364  -0.002
H7 -1.5021 -3.7768 -1.0346  -0.007

Output
HOMO-LUMO gap (spin up / spin down)   3.942 / 6.173 eV
2S+1   3
Total charge   -1

***

No. 10
The following is a quantum chemistry calculation of the molecule C7H7N3O2 in a non-equilibrium geometry, from the Open Molecules 2025 dataset.

Last column: Löwdin charge in e.
Atoms and positions in Å:
C1 3.1764 -0.2998 -0.4396  -0.114
C2 3.0818 0.9887 0.0993  -0.157
C3 2.5223 -1.4731 -0.2321  -0.156
C4 1.8073 1.7665 1.9687  0.055
C5 -0.8336 -0.6197 0.4476  0.143
C6 -2.2074 -0.3289 0.4398  -0.533
C7 -3.9654 0.1988 -1.0830  -0.026
N1 0.3013 -0.9321 0.2840  0.054
N2 2.1496 1.4057 0.9092  -0.044
N3 1.3301 -1.5859 0.4045  0.054
O1 -3.0133 -0.5646 1.3294  0.102
O2 -2.5372 0.0636 -0.7702  -0.013
H1 4.0524 -0.5834 -1.0816  0.110
H2 3.6211 1.7932 -0.3613  0.111
H3 3.0036 -2.3643 -0.5260  0.083
H4 0.7744 2.0063 2.2358  0.051
H5 -4.3986 1.2359 -1.1005  0.109
H6 -4.6281 -0.3846 -0.4845  0.067
H7 -4.2365 -0.3222 -2.0396  0.103

Output
Energy above the lowest of the compared OMol25 structures with the same formula, charge and spin   195.9 kcal/mol
HOMO-LUMO gap (spin up / spin down)   6.657 / 6.611 eV

***

No. 11
The following is a quantum chemistry calculation of the molecule C7H7N3O3 in a non-equilibrium geometry, from the Open Molecules 2025 dataset.

Last column: Mulliken spin population.
Atoms and positions in Å:
C1 -1.7048 1.0067 -0.9484  0.021
C2 -2.9138 0.9548 -0.3583  0.034
C3 -0.9303 0.1636 -0.1200  0.049
C4 1.2652 0.4311 1.3272  0.536
C5 2.0189 1.4266 0.9300  0.265
C6 0.9842 -1.5618 -0.3987  0.047
C7 0.5276 -0.0740 -0.1293  0.156
N1 -1.6721 -0.3724 0.8033  0.151
N2 1.1963 0.7940 -1.0675  0.201
N3 0.1799 -2.5499 0.0485  0.014
O1 2.1022 -1.6721 -0.8145  0.031
O2 -2.9257 0.1376 0.6674  0.052
O3 1.9491 1.8025 -0.3337  0.390
H1 -1.1679 1.5413 -1.6208  -0.003
H2 -3.9318 1.4484 -0.5940  0.003
H3 1.1940 0.0019 2.2737  -0.001
H4 2.5656 2.1791 1.6268  0.017
H5 1.8614 0.2243 -1.5170  0.030
H6 -0.8051 -2.2901 0.2486  0.002
H7 0.2073 -3.5916 -0.0232  0.006

Output
HOMO-LUMO gap (spin up / spin down)   4.519 / 6.164 eV
2S+1   3

***

No. 12
The following is a quantum chemistry calculation of a cluster of 2 separate species, C7H7N3OS in total in a non-equilibrium geometry, from the Open Molecules 2025 dataset.

Last column: Löwdin charge in e.
Atoms and positions in Å:
C1 1.5836 2.4913 -0.4134  -0.024
N1 1.0671 1.5025 -1.0136  -0.016
N2 0.4777 0.5504 -0.3019  0.006
C2 -0.7022 0.3259 -0.2265  -0.525
S1 -2.1827 1.5345 -0.2736  0.883
C3 -3.3709 0.2975 0.2483  -0.409
C4 -2.7580 -0.8417 0.5224  -0.193
C5 -1.2731 -0.8935 0.3345  -0.287
C6 -0.7760 -1.9464 -0.6899  -0.227
O1 -1.3916 -2.8312 -1.2124  0.074
H1 2.4375 2.9179 -0.8412  0.049
H2 1.4561 2.6359 0.6269  0.063
H3 -4.4530 0.5590 0.4866  0.102
H4 -3.3429 -1.4361 1.2631  0.127
H5 -0.7704 -1.1624 1.4135  0.218
H6 0.3447 -1.9155 -0.8665  0.105
C7 3.4218 -2.2237 -0.1441  -0.065
N3 2.5789 -1.7234 0.4457  0.063
H7 4.3410 -2.6868 -0.4445  0.056

Output
Energy above the lowest of the compared OMol25 structures with the same formula, charge and spin   112.2 kcal/mol
HOMO-LUMO gap   8.852 eV